Density functional theory data (ωB97M-V with the def2-TZVPD basis set) for a cluster of 2 separate species, C22H26N4O5S in total.

XYZ file:
```
58
Properties=species:S:1:pos:R:3:forces:R:3
C -6.61267 -0.17891 0.60190 3.08 -2.30 -4.60
H -7.22201 0.54574 0.88735 -2.66 3.21 1.35
O -5.23844 0.36337 0.90473 -3.22 -1.75 -0.01
C -4.24929 -0.50616 0.57622 -4.97 -1.49 -2.51
C -3.05570 -0.15323 0.90066 -1.75 11.04 7.51
C -1.95891 -0.71826 0.80664 8.97 -4.79 -0.31
C -2.02335 -1.95167 0.17365 0.62 -0.20 -4.38
C -3.17072 -2.29656 -0.54282 0.07 13.17 10.30
C -4.38569 -1.62366 -0.22539 3.87 0.41 0.90
H -5.21941 -2.11181 -0.50049 -3.13 -0.96 -1.05
H -3.26300 -3.02913 -0.97539 -1.11 -13.53 -8.45
O -0.81296 -2.30397 -0.34639 1.47 -3.48 -0.43
C -0.65625 -3.78005 -1.09472 -3.90 3.97 2.19
H 0.39486 -3.77994 -1.02391 1.03 -0.84 -0.23
H -1.10576 -3.47869 -2.11250 0.76 -1.35 1.55
H -1.28918 -4.43038 -0.34122 1.55 0.78 -2.16
N -0.61037 -0.31979 1.18449 -2.28 3.47 2.45
C -0.36182 0.92847 1.86460 4.15 -2.00 -1.92
O -1.00244 1.83025 2.27768 -3.50 0.78 1.09
C 1.15444 1.28716 1.90132 -0.72 -5.59 -4.08
N 1.71185 0.84172 0.42411 -2.48 3.27 2.75
C 2.89101 0.28150 0.65322 6.21 -6.56 -6.03
C 3.99788 0.54252 1.49260 -0.03 -4.97 -4.38
C 5.14033 -0.20702 1.54091 -3.25 -1.79 -10.02
C 5.44393 -1.00824 0.11650 9.53 1.68 14.07
C 4.53225 -1.37942 -0.59437 -8.58 -2.10 -5.80
C 3.25203 -0.92070 -0.51881 -2.77 6.92 4.55
H 2.51232 -0.74683 -1.28627 -0.16 -1.15 -0.28
H 4.54212 -2.14787 -1.26926 1.19 -1.97 -2.14
C 6.78887 -1.94221 0.33708 -3.15 1.67 -7.50
H 7.34153 -1.67676 1.13013 1.56 0.09 3.29
H 6.56356 -2.98927 -0.04461 0.54 1.15 1.37
H 7.37359 -1.46659 -0.54133 -0.18 -1.10 1.11
H 5.94540 -0.18655 2.08326 3.93 0.63 3.59
H 3.81625 1.09391 2.21878 -1.42 5.51 6.73
S 1.64695 2.28378 -0.61703 -0.92 -8.49 -6.88
O 2.38288 1.69181 -1.97839 -2.29 3.52 5.76
O 1.92083 3.36298 0.22240 1.07 3.05 0.63
C -0.12996 2.06783 -1.00135 -1.32 0.99 -0.28
C -1.22816 2.99348 -0.46204 9.10 -6.51 -4.21
N -2.16953 2.32175 -0.94735 -4.71 9.36 6.20
N -2.19089 1.40303 -1.65054 5.11 -13.04 -9.02
C -0.85698 1.03961 -1.82430 1.63 1.57 1.28
C -0.17453 -0.16627 -2.58151 1.76 14.79 -6.10
H -0.06703 -0.81604 -2.02255 1.70 -11.53 9.55
H -0.61998 -0.39552 -3.43502 -2.49 -1.15 -3.51
H 0.91992 0.19490 -2.94912 -2.54 -0.58 1.14
H -3.05368 2.59856 -0.92636 -4.91 2.79 1.46
C -1.03627 4.13190 0.23520 -7.06 -0.23 4.77
H -0.18127 4.49851 0.40759 6.78 2.42 0.21
H -1.73009 4.85780 -0.04324 -1.13 1.62 -0.28
H -1.31230 3.77952 1.29919 -0.03 1.04 -0.92
H 1.81507 0.71106 2.49141 -0.13 -1.09 1.10
H 1.41989 2.22040 2.08567 0.16 4.49 0.69
H 0.24301 -0.74237 0.84257 -0.63 -0.28 -0.39
H -3.02274 1.02651 1.84295 -0.23 -3.48 -3.26
H -6.75815 -0.29106 -0.64324 0.61 0.37 3.29
H -6.98123 -1.15313 0.99668 1.20 0.55 0.25
```
Forces are in eV/Å.

Values from the calculation:
energy above the lowest of the compared OMol25 structures with the same formula, charge and spin: 590.0 kcal per mole
HOMO energy: -7.58 eV
E: -50246.1987 eV